This record from the Open Molecules 2025 dataset describes 14 unconnected molecules or ions with the total composition C36H109N9O14. The level of theory is ωB97M-V with the def2-TZVPD basis set.

Calculated values
Charge = 0
Highest occupied orbital energy = -8.5 eV
Energy = -2982.98309 hartree
HOMO-LUMO gap = 9.0 eV
Strongest force on any atom = 3.166 eV/Å

Last column: Mulliken charge in e.
Cartesian coordinates (Å):
O: -0.7691 -0.9752 4.7724  -0.618
H: -1.4406 -0.4746 4.3037  0.306
H: -0.2089 -0.2013 5.0963  0.367
O: -0.8566 -3.4719 0.7969  0.000
H: -0.2077 -3.6008 1.5230  -0.235
H: -1.6850 -3.2272 1.2717  0.224
O: -3.3227 -2.5181 1.9545  -0.658
H: -3.5456 -1.9630 1.1565  0.280
H: -3.6840 -2.0665 2.7457  0.282
O: -3.6300 -1.7604 -1.4035  -0.808
H: -2.7460 -1.3366 -1.6163  0.223
H: -3.3261 -2.6605 -1.4298  0.239
O: -2.0605 -4.4309 -1.8589  -0.601
H: -1.6041 -4.7589 -2.6122  0.250
H: -1.9643 -4.9302 -1.0440  0.239
C: 0.5623 -5.6452 3.0971  -1.266
C: 0.6328 -4.3777 3.9660  0.247
C: 1.5352 -4.6256 5.2065  -0.650
O: 0.8881 -5.4445 6.1209  -0.307
C: 1.5610 -5.5493 7.3902  -0.768
N: 1.0831 -3.2694 3.1697  -0.147
H: 0.2326 -6.4101 3.7997  0.530
H: 1.5706 -5.9792 2.7321  0.250
H: -0.1381 -5.5837 2.2444  0.149
H: -0.2808 -4.1637 4.4806  0.371
H: 1.6530 -3.6242 5.7177  0.299
H: 2.5024 -5.0500 4.9284  0.372
H: 2.5266 -6.0296 7.3562  0.314
H: 0.8448 -6.2370 7.9464  0.228
H: 1.6771 -4.6193 7.8845  0.315
H: 0.9379 -2.3979 3.6643  -0.125
H: 2.0726 -3.3759 2.8608  0.222
C: -0.6719 -1.8600 -9.0297  -1.471
C: -1.9450 -2.0828 -8.1773  0.208
C: -1.6180 -2.1992 -6.7029  -0.091
O: -2.7074 -2.4208 -5.8810  -0.432
C: -2.2690 -2.2997 -4.5132  0.062
N: -2.9085 -0.9894 -8.4555  -0.704
H: -0.8981 -1.7209 -10.0920  0.397
H: -0.0705 -2.7921 -9.0193  0.350
H: -0.1303 -0.9963 -8.6550  0.347
H: -2.4592 -3.0304 -8.4386  0.359
H: -1.1996 -1.2053 -6.5267  0.193
H: -0.8282 -2.9886 -6.5179  -0.031
H: -3.1351 -2.5678 -3.9075  0.192
H: -1.8516 -1.3326 -4.2220  0.000
H: -1.4520 -2.9857 -4.2669  0.010
H: -2.5932 -0.0829 -8.1373  0.254
H: -3.7564 -1.2281 -7.9317  0.294
C: -2.3074 3.2331 5.1605  -1.397
C: -2.1314 2.9613 3.6498  -0.215
C: -1.1435 3.8874 2.9959  0.106
O: 0.1203 3.8072 3.7407  -0.156
C: 1.0428 4.7487 3.2020  -0.520
N: -1.6570 1.5822 3.3738  -0.238
H: -2.6924 4.2840 5.2910  0.361
H: -1.3506 3.1451 5.6887  0.117
H: -2.9700 2.4861 5.5996  0.421
H: -3.0789 2.9829 3.1421  0.521
H: -1.4619 4.9401 2.9654  0.629
H: -0.9742 3.5966 1.9425  -0.313
H: 1.1252 4.6426 2.1112  0.086
H: 2.0847 4.5474 3.5954  0.020
H: 0.6213 5.7159 3.4878  0.400
H: -1.9684 1.3802 2.4111  0.179
H: -0.6591 1.5108 3.2724  -0.106
C: 3.1824 0.4775 4.8051  -1.004
C: 2.5513 1.2975 5.9121  0.312
C: 3.1675 2.6088 6.1273  -0.226
O: 2.6950 3.2944 7.2755  -0.383
C: 3.4785 2.8770 8.4505  -0.738
N: 1.1019 1.4066 5.6612  -0.208
H: 3.3636 1.1868 3.9937  -0.005
H: 2.4286 -0.2979 4.4864  -0.066
H: 4.1526 0.0675 5.1256  0.519
H: 2.6633 0.7506 6.8294  0.479
H: 2.9450 3.2045 5.2748  -0.102
H: 4.2549 2.4215 6.0885  0.427
H: 3.2552 1.8667 8.7054  0.314
H: 3.1212 3.4862 9.2672  0.299
H: 4.5605 3.0649 8.3661  0.279
H: 0.9820 2.1421 4.9406  -0.238
H: 0.6689 1.8805 6.4679  0.311
C: 4.2506 1.5202 -0.7203  -1.793
C: 3.4875 2.7311 -0.2216  2.660
C: 4.3024 3.7516 0.5226  -0.967
O: 4.9052 3.0534 1.6056  -0.200
C: 5.9500 3.6963 2.2489  -0.859
N: 2.7787 3.6026 -1.1879  -0.359
H: 5.2124 1.7545 -1.2519  0.388
H: 3.6973 0.9186 -1.4389  0.381
H: 4.5159 0.8787 0.1132  0.358
H: 2.7865 2.3189 0.4876  -1.532
H: 3.5932 4.5615 0.8974  0.202
H: 5.0714 4.2122 -0.0709  0.489
H: 6.6545 4.1017 1.5033  0.328
H: 6.4011 2.9239 2.8981  0.242
H: 5.6580 4.4354 2.9609  0.308
H: 3.3150 3.7639 -2.0317  0.254
H: 1.9311 3.1395 -1.4948  -0.030
C: -2.9169 3.5649 -1.5083  -1.501
C: -1.5046 4.0277 -1.0738  3.178
C: -0.5905 4.4971 -2.1998  -1.302
O: -0.1720 3.3553 -2.9923  0.301
C: 0.6324 3.7877 -4.0470  -1.081
N: -1.6598 5.0724 -0.0401  -0.576
H: -3.5389 3.2376 -0.6894  0.492
H: -2.9156 2.6290 -2.1217  -0.025
H: -3.3679 4.3668 -2.1347  0.394
H: -1.0351 3.1771 -0.6213  -1.861
H: 0.2741 5.0421 -1.8176  0.355
H: -1.1456 5.1886 -2.8687  0.428
H: 1.6190 4.1882 -3.7604  0.291
H: 0.1201 4.5793 -4.6064  0.335
H: 0.8507 2.9113 -4.6637  0.294
H: -0.7063 5.3538 0.3046  0.236
H: -2.1574 5.8251 -0.4743  0.314
C: 0.7871 0.3171 -2.4130  -0.958
C: 0.3226 -0.4176 -1.2045  0.963
C: -0.3244 0.5592 -0.1678  -0.926
O: 0.5147 1.3641 0.6710  1.324
C: 1.1979 0.5553 1.6068  -2.061
N: -0.7343 -1.3319 -1.5800  1.862
H: -0.0253 0.6511 -3.0214  0.073
H: 1.4429 -0.2883 -3.0629  0.479
H: 1.4065 1.1482 -2.0005  -0.457
H: 1.1708 -0.8705 -0.7272  0.216
H: -1.0292 -0.0318 0.4852  0.249
H: -0.9212 1.2516 -0.7336  -0.552
H: 1.5313 1.1693 2.4158  0.177
H: 2.0108 0.0826 1.0866  0.444
H: 0.6283 -0.2672 2.0373  0.903
H: -0.9928 -1.9109 -0.7917  0.051
H: -0.4099 -1.8383 -2.3725  -1.476
C: 1.4369 -3.7129 -4.0174  -1.304
C: 1.3135 -5.0539 -3.3162  0.399
C: 1.3762 -4.8803 -1.7848  -0.241
O: 2.5395 -4.2593 -1.4359  -0.398
C: 2.6674 -4.1739 -0.0394  -0.396
N: -0.0064 -5.6104 -3.6307  -0.532
H: 0.6893 -3.0945 -3.5737  0.084
H: 1.2221 -3.6852 -5.0808  0.451
H: 2.3339 -3.1160 -3.9246  0.362
H: 2.1103 -5.6725 -3.7277  0.354
H: 1.3275 -5.8416 -1.2997  0.461
H: 0.4958 -4.3466 -1.4502  -0.199
H: 3.1310 -5.0989 0.3177  0.422
H: 1.6983 -4.1234 0.4258  -0.117
H: 3.3118 -3.3284 0.1535  0.353
H: -0.1144 -5.7151 -4.6446  0.219
H: -0.1390 -6.5630 -3.2976  0.245
C: -5.7236 1.0355 -2.1396  -1.028
C: -5.4981 0.5055 -3.5639  0.029
C: -4.1909 0.9120 -4.3044  0.523
O: -4.1817 2.3345 -4.5220  -0.497
C: -2.9042 2.8267 -5.0300  -0.399
N: -5.6718 -0.9482 -3.6560  -0.701
H: -5.0112 0.6173 -1.3655  0.063
H: -6.7845 0.9013 -1.6904  0.331
H: -5.5117 2.1350 -2.2283  0.264
H: -6.3191 0.9110 -4.1314  0.367
H: -4.1687 0.3755 -5.2508  0.381
H: -3.3250 0.6049 -3.6182  -0.449
H: -2.8959 3.9147 -4.8091  0.188
H: -2.8932 2.5814 -6.0573  0.524
H: -2.0987 2.3004 -4.4996  -0.073
H: -5.0281 -1.4527 -3.0924  0.229
H: -5.5475 -1.2350 -4.6006  0.305